1.
Density functional theory data (ωB97M-V/def2-TZVPD) for a cluster of 7 separate species, C26H31Br8N3O6 in total at a distorted geometry.

Each line ends with the Löwdin charge.
Atoms and positions in Å:
O1 15.4143 12.9136 10.0450  0.0297
N1 15.3490 14.0460 10.4863  -0.3398
O2 15.8676 14.3796 11.5379  0.0095
C1 14.6269 15.0467 9.7280  -0.1564
C2 13.9527 14.6755 8.5185  0.0029
C3 13.1991 15.6721 7.9725  -0.0921
C4 13.1883 16.9712 8.4972  -0.0539
C5 13.8476 17.2827 9.6868  -0.0466
C6 14.5993 16.2956 10.2715  -0.0118
H1 13.9537 13.6465 8.0930  0.1373
H2 12.6594 15.4642 7.0220  0.1244
H3 12.6693 17.7203 7.9247  0.1041
H4 13.7113 18.2089 10.1530  0.0951
H5 15.1194 16.4437 11.2094  0.1276
O3 10.6672 9.8440 17.1520  0.0751
N2 11.5837 9.9206 16.3481  -0.3421
O4 11.5480 10.5486 15.3095  0.0687
C7 12.7797 9.1206 16.6387  -0.1220
C8 12.7536 8.4561 17.8490  0.0084
C9 13.9024 7.7705 18.1968  -0.0710
C10 15.0479 7.8807 17.4657  -0.0694
C11 15.0325 8.6063 16.3064  -0.0957
C12 13.9571 9.2648 15.8933  -0.0190
H6 11.9486 8.4841 18.5455  0.1157
H7 14.0291 7.2618 19.1597  0.1184
H8 15.8612 7.2659 17.7833  0.1063
H9 15.9206 8.7398 15.7552  0.0603
H10 13.9639 9.9325 15.0286  0.0749
O5 7.4925 15.1857 12.0696  0.0652
N3 7.9320 14.1904 12.6268  -0.3361
O6 7.3773 13.5246 13.4594  0.0832
C13 9.3448 13.6818 12.2650  -0.1304
C14 10.0782 14.4382 11.4045  -0.0207
C15 11.3073 13.9838 11.0185  -0.0556
C16 11.7927 12.7887 11.5104  -0.0569
C17 11.0339 12.0808 12.4186  -0.0759
C18 9.7957 12.5019 12.7585  -0.0257
H11 9.6459 15.4008 11.2048  0.1173
H12 11.9304 14.6343 10.3985  0.0935
H13 12.7882 12.4109 11.3461  0.0957
H14 11.4492 11.1530 12.8455  0.1095
H15 9.1248 11.9071 13.3805  0.1316
Br1 17.9470 13.9396 16.8505  0.7057
C19 19.3943 12.9199 17.6267  -0.7037
C20 19.0376 12.8065 19.0613  -0.7152
Br2 20.6353 12.1894 20.0191  0.6140
H16 20.2920 13.5172 17.4403  0.0575
H17 19.5626 12.0162 17.0409  0.0593
H18 18.2342 12.1069 19.2667  0.0628
H19 18.7317 13.7324 19.4685  0.0273
Br3 17.3307 11.7341 7.0470  0.5202
C21 18.8907 11.1616 8.2379  -0.5837
C22 18.6916 11.7232 9.6104  -0.7496
Br4 18.8821 13.6226 9.7794  0.6572
H20 19.7974 11.4856 7.7111  0.0596
H21 18.8947 10.0661 8.2151  0.0630
H22 19.4432 11.3609 10.3002  0.0059
H23 17.7087 11.4740 9.9981  0.0338
Br5 18.9640 8.1173 15.5415  0.6581
C23 19.9811 7.5677 13.9713  -0.7060
C24 21.4521 7.6906 14.2343  -0.7387
Br6 22.5223 6.9513 12.8084  0.6393
H24 19.6720 8.1509 13.1140  0.0267
H25 19.6363 6.5466 13.7618  0.0581
H26 21.7343 7.2005 15.1650  0.0538
H27 21.7333 8.7271 14.3129  0.0318
Br7 19.7295 11.2308 13.3096  0.6538
C25 17.9682 11.4732 14.1890  -0.6746
C26 17.0409 12.1877 13.2932  -0.7203
Br8 15.3118 12.3737 14.1176  0.7198
H28 18.1984 11.9907 15.0928  -0.0448
H29 17.5769 10.4785 14.4081  0.0124
H30 16.8649 11.7066 12.3383  0.0458
H31 17.4397 13.1603 13.1318  0.0373

Values from the calculation:
- LUMO energy (eV) = -0.80
- highest occupied orbital energy (eV) = -9.904
- energy above the lowest of the compared OMol25 structures with the same formula, charge and spin (eV) = 1.013
- calculated total energy (Ha) = -22216.86556
- SMILES = O=[N+]([O-])c1ccccc1.O=[N+]([O-])c1ccccc1.O=[N+]([O-])c1ccccc1.BrCCBr.BrCCBr.BrCCBr.BrCCBr
- F_max (eV/A) = 3.59



2.
Density functional theory data (ωB97M-V/def2-TZVPD) for the molecule CH2FPSi at a distorted geometry.

Each line ends with the Löwdin charge.
Atoms and positions in Å:
F1 -3.1008 -1.4916 0.0199  -0.0619
C1 -2.3175 -0.4001 -0.0641  -0.9046
P1 -2.5152 1.2519 0.0052  0.7298
Si1 -0.5432 0.1116 0.0052  0.4610
H1 0.1772 0.2252 1.3037  -0.0854
H2 0.0297 0.4483 -1.1821  -0.1389

Values from the calculation:
- LUMO energy (eV) = 0.13
- highest occupied orbital energy (eV) = -9.028
- energy above the lowest of the compared OMol25 structures with the same formula, charge and spin (eV) = 0.370
- calculated total energy (Ha) = -769.91947
- SMILES = FC1=P[SiH2]1
- F_max (eV/A) = 3.39



3.
Density functional theory data (ωB97M-V/def2-TZVPD) for a cluster of 11 separate species, C53H110Cl4N10 in total at a distorted geometry.

Each line ends with the Löwdin charge.
Atoms and positions in Å:
Cl1 0.7251 -1.8731 -3.8158  0.5741
C1 0.0840 -2.8829 -5.1085  -2.0076
Cl2 0.8128 -4.4524 -5.1865  0.5899
Cl3 -1.6689 -3.0641 -4.8408  0.5500
Cl4 0.2950 -1.9847 -6.6519  0.5360
C2 -2.3283 2.7892 4.5567  -0.1078
C3 -2.7868 3.9954 3.9895  -0.0990
C4 -2.5945 3.8688 2.6359  -0.1537
N1 -2.1385 2.6210 2.3565  0.0225
C5 -1.9037 1.9622 3.5251  -0.1357
H1 -2.3959 2.4390 5.5752  0.0805
H2 -3.1914 4.8266 4.5396  0.0899
H3 -2.7805 4.5588 1.8263  0.1086
H4 -1.9036 2.3365 1.4185  0.1198
H5 -1.5095 0.9589 3.5145  0.0718
C6 2.5973 1.9012 -3.7218  -0.1202
C7 3.6595 1.0034 -3.8085  -0.1115
C8 4.4067 1.3815 -4.9207  -0.1331
N2 3.7262 2.3707 -5.5427  -0.0071
C9 2.6114 2.7308 -4.8479  -0.1187
H6 1.8491 1.9540 -2.9478  0.0651
H7 3.8180 0.2332 -3.0704  0.0832
H8 5.3058 0.9231 -5.2950  0.1044
H9 4.0575 2.8335 -6.3699  0.1467
H10 1.9499 3.5022 -5.1980  0.1038
C10 4.8990 7.7447 -3.1651  -0.1189
C11 4.0596 6.7249 -2.6938  -0.1229
C12 4.0217 6.8070 -1.3244  -0.1398
N3 4.7431 7.9072 -0.9629  -0.0005
C13 5.2965 8.4941 -2.0741  -0.1319
H11 5.0331 8.0144 -4.2007  0.0885
H12 3.6647 5.8966 -3.2616  0.0853
H13 3.5123 6.1260 -0.6641  0.0961
H14 4.9099 8.2141 -0.0233  0.1415
H15 5.8058 9.4388 -1.9999  0.1020
C14 4.0912 -3.7094 0.3173  -0.1287
C15 4.4423 -3.0985 -0.8938  -0.1196
C16 5.1082 -1.9523 -0.5750  -0.1546
N4 5.0570 -1.7835 0.7745  0.0172
C17 4.4143 -2.8586 1.3684  -0.1278
H16 3.7155 -4.7111 0.4681  0.0892
H17 4.2571 -3.4318 -1.9023  0.0920
H18 5.6211 -1.2098 -1.1666  0.1055
H19 5.4865 -1.0315 1.3050  0.0969
H20 4.3714 -3.0152 2.4308  0.0983
C18 -5.0156 -1.6609 2.6789  -0.0929
C19 -6.0507 -0.5133 2.6052  -0.2323
N5 -6.1313 0.2184 1.3504  -0.1895
C20 -4.8479 0.3116 0.6277  -0.2729
C21 -4.8425 1.5022 -0.2869  -0.0861
C22 -7.1864 -0.2508 0.4575  -0.2557
C23 -8.5416 0.2632 0.9608  -0.0878
H21 -4.0179 -1.2606 2.8541  0.0515
H22 -4.9195 -2.2546 1.7618  0.0569
H23 -5.2420 -2.4268 3.4224  0.0718
H24 -7.0091 -0.8185 3.0172  0.1036
H25 -5.6660 0.2005 3.3437  0.1116
H26 -4.0458 0.3682 1.3708  0.0944
H27 -4.5716 -0.6241 0.1178  0.1103
H28 -3.8001 1.7295 -0.5492  0.0555
H29 -5.2298 1.2472 -1.2780  0.0604
H30 -5.3003 2.4087 0.0974  0.0823
H31 -7.1694 -1.3535 0.4383  0.1160
H32 -7.0426 0.0804 -0.5691  0.1013
H33 -9.3564 0.0998 0.2497  0.0665
H34 -8.4794 1.3422 1.1011  0.0737
H35 -8.8415 -0.2055 1.8965  0.0578
C24 4.0909 0.2597 3.8078  -0.0652
C25 4.7834 1.2742 2.8820  -0.2450
N6 5.9738 0.8419 2.1551  -0.2232
C26 6.3480 1.7999 1.1428  -0.2673
C27 5.3079 2.0820 0.0446  -0.0709
C28 7.0639 0.5394 3.0981  -0.2441
C29 8.3358 0.0887 2.3864  -0.0863
H36 4.2371 0.4936 4.8574  0.0755
H37 4.5278 -0.7172 3.5806  0.0625
H38 3.0457 0.2352 3.5078  0.0514
H39 4.0602 1.5763 2.1231  0.0820
H40 5.0002 2.1863 3.4603  0.1202
H41 6.6176 2.7592 1.6353  0.1219
H42 7.3155 1.6500 0.6599  0.1026
H43 4.7223 1.1635 -0.0767  0.0553
H44 4.6272 2.8910 0.2843  0.0622
H45 5.8618 2.1708 -0.8872  0.0742
H46 6.7389 -0.3111 3.7025  0.1068
H47 7.1805 1.3649 3.8147  0.1204
H48 8.0335 -0.4890 1.5123  0.0751
H49 8.9324 -0.4834 3.0958  0.0734
H50 8.9845 0.8816 2.0115  0.0682
C30 -1.2089 1.1042 -4.9926  -0.0916
C31 -2.7337 1.0137 -5.1407  -0.2764
N7 -3.2341 -0.1355 -5.8826  -0.1876
C32 -3.4190 0.2045 -7.2924  -0.2426
C33 -2.6432 -0.6936 -8.2645  -0.1044
C34 -4.4031 -0.7375 -5.2204  -0.2564
C35 -5.6508 0.1601 -5.1567  -0.0819
H51 -0.7185 0.2619 -4.4926  0.0070
H52 -0.9380 1.9184 -4.3114  0.0662
H53 -0.6757 1.2256 -5.9375  0.0656
H54 -3.0966 1.0486 -4.1043  0.1023
H55 -3.1910 1.9398 -5.5139  0.1075
H56 -4.4707 0.1198 -7.5767  0.1093
H57 -2.9514 1.1743 -7.4762  0.1111
H58 -2.9752 -1.7319 -8.1495  0.0687
H59 -2.9203 -0.4986 -9.3062  0.0680
H60 -1.5615 -0.6215 -8.2022  0.0225
H61 -4.0928 -1.0518 -4.2254  0.0916
H62 -4.6535 -1.6206 -5.8132  0.1077
H63 -6.2509 -0.0380 -4.2705  0.0661
H64 -6.2214 0.1173 -6.0828  0.0628
H65 -5.3482 1.2089 -5.0736  0.0658
C36 -1.9797 -4.3061 2.0038  -0.0930
C37 -2.6458 -4.8597 0.7530  -0.2551
N8 -1.9679 -4.5415 -0.5172  -0.1837
C38 -2.8259 -4.9273 -1.6344  -0.2823
C39 -3.9738 -3.9762 -1.8796  -0.0965
C40 -0.6712 -5.2236 -0.5944  -0.2406
C41 0.2536 -4.4695 -1.5509  -0.0947
H66 -2.0305 -3.2182 2.0327  0.0663
H67 -0.9096 -4.5206 2.0238  0.0486
H68 -2.4307 -4.8808 2.8131  0.0855
H69 -2.7246 -5.9544 0.8516  0.1186
H70 -3.6358 -4.4003 0.7271  0.0974
H71 -3.2435 -5.9375 -1.4733  0.1184
H72 -2.1725 -5.0201 -2.5037  0.0879
H73 -4.8176 -4.0902 -1.1989  0.0648
H74 -4.4419 -4.2430 -2.8356  0.0711
H75 -3.6050 -2.9552 -1.9816  0.0636
H76 -0.2143 -5.2920 0.3838  0.0976
H77 -0.8881 -6.2362 -0.9734  0.1169
H78 0.3334 -3.4630 -1.1188  0.0545
H79 1.2703 -4.8656 -1.4969  0.0732
H80 -0.0320 -4.2422 -2.5703  -0.0180
C42 0.3584 -2.2801 3.3931  -0.0633
C43 0.0548 -1.1618 4.3893  -0.2778
N9 -0.2615 -1.6145 5.7139  -0.1800
C44 0.8805 -2.2500 6.4008  -0.2375
C45 2.1992 -1.4470 6.3961  -0.0807
C46 -0.8450 -0.5540 6.5698  -0.2210
C47 -2.2349 -0.1706 6.0387  -0.0848
H81 0.4874 -1.8682 2.3960  0.0213
H82 -0.3906 -3.0680 3.4859  0.0571
H83 1.2888 -2.7733 3.7018  0.0780
H84 0.8798 -0.4316 4.3358  0.0996
H85 -0.8034 -0.6528 3.9422  0.0805
H86 0.6995 -2.4239 7.4604  0.1067
H87 1.0187 -3.2295 5.9354  0.1024
H88 2.6076 -1.1205 5.4478  0.0265
H89 2.0140 -0.5996 7.0629  0.0717
H90 2.9100 -2.0618 6.9552  0.0756
H91 -0.1428 0.2937 6.5133  0.1133
H92 -0.8494 -0.8444 7.6170  0.1092
H93 -2.7129 0.2795 6.9179  0.0768
H94 -2.8533 -1.0137 5.7339  0.0790
H95 -2.3108 0.5533 5.2295  -0.0001
C48 1.6695 -0.8957 0.5669  -0.0654
C49 0.5630 -0.0639 1.1788  -0.2472
N10 0.2483 1.2388 0.5173  -0.1730
C50 1.3156 2.1970 0.7770  -0.2598
C51 0.9343 3.6491 0.4634  -0.0674
C52 0.0059 1.0340 -0.9017  -0.2594
C53 -1.0882 -0.0045 -1.1973  -0.0679
H96 1.7019 -1.9097 0.9664  0.0615
H97 2.6429 -0.4240 0.7188  0.0647
H98 1.6247 -1.0544 -0.5143  0.0671
H99 -0.4123 -0.5498 1.2594  0.1018
H100 0.8126 0.2593 2.1941  0.0908
H101 1.6895 2.1571 1.8009  0.1106
H102 2.1896 1.9285 0.1651  0.0979
H103 0.6682 3.9147 -0.5555  0.0667
H104 0.1542 3.9494 1.1664  0.0598
H105 1.8165 4.2240 0.7643  0.0631
H106 0.9144 0.7674 -1.4536  0.0879
H107 -0.3986 1.9654 -1.3084  0.1070
H108 -1.6077 0.2862 -2.1092  0.0568
H109 -1.7837 -0.1539 -0.3710  0.0645
H110 -0.6315 -0.9816 -1.3734  0.0394

Values from the calculation:
- LUMO energy (eV) = 0.47
- highest occupied orbital energy (eV) = -7.991
- calculated total energy (Ha) = -4473.53709
- SMILES = ClC(Cl)(Cl)Cl.c1cc[nH]c1.c1cc[nH]c1.c1cc[nH]c1.c1cc[nH]c1.CCN(CC)CC.CCN(CC)CC.CCN(CC)CC.CCN(CC)CC.CCN(CC)CC.CCN(CC)CC
- F_max (eV/A) = 2.22



4.
Density functional theory data (ωB97M-V/def2-TZVPD) for a structure of composition C29H19AlINO4P at a distorted geometry.

Each line ends with the Löwdin charge.
Atoms and positions in Å:
Al1 -0.8309 0.2746 0.6320  -0.1423
O1 2.9857 0.4901 1.0538  0.1657
C1 1.8067 0.5372 1.2244  -0.4703
O2 0.8781 0.3529 0.2970  -0.0361
C2 1.1461 0.8425 2.5702  -0.1000
C3 1.6662 1.3510 3.7517  0.0577
C4 0.7697 1.6242 4.7844  0.0065
C5 -0.6017 1.4221 4.6257  0.0568
C6 -1.0349 0.9249 3.4080  -0.1000
N1 -0.1542 0.6391 2.4639  0.1248
C7 -2.4347 0.7139 2.8438  -0.4780
O3 -3.4424 0.7424 3.4852  0.1544
O4 -2.3582 0.5047 1.5423  -0.0778
H1 2.7244 1.5383 3.8450  0.1337
H2 1.1380 2.0305 5.7148  0.1231
H3 -1.3082 1.6583 5.4046  0.1328
I1 -1.7805 1.5207 -1.5353  1.3371
C8 -3.7975 1.0926 -0.8212  -0.4681
C9 -4.5406 2.2373 -0.7078  -0.1409
C10 -5.8910 2.1766 -0.3521  -0.0468
C11 -6.4767 0.9582 -0.1890  -0.0038
C12 -5.7278 -0.2309 -0.3026  -0.1381
C13 -6.3966 -1.4620 -0.1421  0.0010
C14 -5.7170 -2.6465 -0.1720  -0.0354
C15 -4.3252 -2.6171 -0.2728  -0.0760
C16 -3.6234 -1.4390 -0.4313  -0.2614
P1 -1.8169 -1.7012 -0.2956  1.0858
C17 -1.5738 -2.6882 1.2046  -0.3646
C18 -2.4190 -2.6132 2.3087  -0.0754
C19 -2.0424 -3.2062 3.5027  -0.0510
C20 -0.8264 -3.8640 3.6025  -0.0587
C21 0.0261 -3.9263 2.5103  -0.0578
C22 -0.3378 -3.3284 1.3182  -0.0955
C23 -1.4746 -2.7587 -1.7380  -0.3268
C24 -1.2861 -2.1233 -2.9633  -0.0911
C25 -1.0880 -2.8698 -4.1092  -0.0601
C26 -1.0823 -4.2528 -4.0438  -0.0564
C27 -1.2825 -4.8865 -2.8287  -0.0575
C28 -1.4787 -4.1490 -1.6745  -0.0849
C29 -4.3118 -0.1958 -0.5406  -0.1778
H4 -4.0926 3.2001 -0.8995  0.0928
H5 -6.4505 3.0912 -0.2411  0.1181
H6 -7.5266 0.8787 0.0447  0.1239
H7 -7.4654 -1.4422 0.0036  0.1236
H8 -6.2288 -3.5899 -0.0751  0.1166
H9 -3.7765 -3.5483 -0.2073  0.1095
H10 -3.3639 -2.0937 2.2403  0.1151
H11 -2.6941 -3.1426 4.3615  0.1158
H12 -0.5344 -4.3186 4.5369  0.1118
H13 0.9790 -4.4264 2.5943  0.1140
H14 0.3278 -3.3588 0.4646  0.1176
H15 -1.3011 -1.0440 -3.0268  0.0494
H16 -0.9388 -2.3665 -5.0508  0.1126
H17 -0.9283 -4.8359 -4.9375  0.1129
H18 -1.2902 -5.9634 -2.7757  0.1127
H19 -1.6349 -4.6559 -0.7328  0.1069

Values from the calculation:
- LUMO energy (eV) = -3.24
- highest occupied orbital energy (eV) = -11.464
- calculated total energy (Ha) = -2353.69467
- net charge = +1
- F_max (eV/A) = 1.12



5.
Density functional theory data (ωB97M-V/def2-TZVPD) for a structure of composition C5H4NS4SbSr at a distorted geometry.

Each line ends with the Mulliken spin population.
Atoms and positions in Å:
Sr1 2.1689 -1.0185 -0.4930  0.0139
S1 -0.1699 -2.9179 -0.5387  0.0012
C1 -0.9780 -1.3582 -0.3714  0.0026
C2 -2.3361 -1.2556 -0.0001  -0.0002
C3 -2.9224 -0.0243 0.1406  0.0000
C4 -2.1754 1.1383 -0.0720  -0.0006
C5 -0.8590 0.9804 -0.4289  0.0020
N1 -0.2786 -0.2207 -0.5816  0.0005
H1 -2.8926 -2.1687 0.1651  0.0000
H2 -3.9667 0.0481 0.4263  0.0000
H3 -2.5913 2.1289 0.0489  0.0000
H4 -0.2136 1.8353 -0.5946  -0.0006
S2 6.5096 0.5516 0.9328  0.3761
Sb1 4.3330 1.2443 0.7974  0.3461
S3 3.5051 1.1896 -1.4242  0.1278
S4 2.8670 -0.1528 1.9934  0.1311

Values from the calculation:
- LUMO energy (alpha / beta) (eV) = 2.48 / 1.31
- multiplicity = 2
- expectation value of S² = 0.76
- highest occupied orbital energy (alpha / beta) (eV) = -4.286 / -4.866
- energy above the lowest of the compared OMol25 structures with the same formula, charge and spin (eV) = 0.000
- calculated total energy (Ha) = -2111.61769
- net charge = -1
- F_max (eV/A) = 1.08